Entry 1:
{"formula": "C29H40CoN4OP2S", "method": "the ωB97M-V functional and the def2-TZVPD basis", "gap_ev": [7.43, 7.50], "spin_multiplicity": 5, "charge": 1, "e_homo_ev": [-10.629, -11.057], "lumo_ha": [-0.1174, -0.1306], "species": ["Co", "S", "P", "P", "O", "N", "N", "N", "N", "C", "C", "C", "C", "C", "C", "C", "C", "C", "C", "C", "C", "C", "C", "C", "C", "C", "C", "C", "C", "C", "C", "C", "C", "C", "C", "C", "C", "C", "H", "H", "H", "H", "H", "H", "H", "H", "H", "H", "H", "H", "H", "H", "H", "H", "H", "H", "H", "H", "H", "H", "H", "H", "H", "H", "H", "H", "H", "H", "H", "H", "H", "H", "H", "H", "H", "H", "H", "H"], "coordinates": [[-1.752, -0.857, -1.191], [-3.321, -2.000, -1.990], [-1.777, 1.460, -1.464], [-1.932, -0.649, 1.117], [0.110, -1.555, -1.004], [-0.170, 2.927, 0.205], [2.544, -3.903, -0.446], [-0.382, 1.185, 2.367], [2.099, -2.603, -0.555], [3.496, 0.790, -0.218], [2.710, -0.332, -0.009], [-4.301, 0.740, 1.200], [-0.721, 1.876, -2.970], [0.231, 0.698, -3.181], [0.355, 2.315, 2.473], [3.836, -4.233, 0.123], [3.964, -1.516, -1.700], [4.522, 0.759, -1.152], [-3.366, 0.127, 3.440], [1.766, 3.763, 3.765], [-3.007, 2.815, -1.442], [1.011, 2.627, 3.682], [0.472, 3.194, 1.366], [1.901, 4.627, 2.655], [1.471, -4.721, -0.517], [-4.333, -1.652, 1.934], [-0.995, -1.704, 2.272], [0.343, -3.970, -0.739], [0.746, -2.616, -0.786], [1.267, 4.355, 1.476], [2.949, -1.481, -0.752], [-3.556, -0.334, 1.995], [-0.875, 1.827, 0.114], [4.753, -0.392, -1.892], [0.074, 3.178, -2.901], [-0.991, 0.934, 1.233], [1.618, -6.190, -0.354], [-1.715, 1.929, -4.137], [1.345, 5.009, 0.617], [-3.839, 1.717, 1.357], [2.388, -6.582, -1.019], [-2.629, 0.926, 3.518], [-3.689, 2.698, -2.282], [1.906, -0.316, 0.716], [-0.666, -4.313, -0.898], [-2.322, 2.834, -4.115], [-1.162, 1.926, -5.077], [4.474, -3.355, 0.099], [-0.001, -1.876, 1.860], [0.830, 0.854, -4.081], [0.896, 1.958, 4.525], [0.848, 3.129, -2.143], [-3.059, -0.692, 4.091], [-0.326, -0.236, -3.317], [-4.451, -1.986, 0.900], [3.737, -4.567, 1.158], [-1.505, -2.662, 2.370], [2.263, 4.015, 4.691], [-4.317, 0.514, 3.812], [2.513, 5.514, 2.748], [-4.310, 0.509, 0.131], [1.899, -6.446, 0.669], [-2.377, 1.058, -4.134], [-0.908, -1.214, 3.238], [4.121, -2.404, -2.300], [5.137, 1.635, -1.309], [-5.327, -1.511, 2.363], [-5.337, 0.801, 1.538], [-0.563, 4.036, -2.685], [0.676, -6.682, -0.582], [0.914, 0.574, -2.340], [-3.834, -2.440, 2.499], [5.543, -0.413, -2.630], [3.310, 1.687, 0.358], [-3.584, 2.793, -0.522], [-2.482, 3.766, -1.508], [4.304, -5.025, -0.459], [0.544, 3.347, -3.873]], "forces_ev_per_a": [[0.1, -1.0, -0.4], [-0.1, 0.0, 0.0], [0.5, 0.9, -0.3], [-0.3, 0.1, 0.8], [-0.1, 0.5, -0.1], [0.0, 0.0, -0.2], [0.0, -0.1, -0.2], [-0.1, 0.0, 0.0], [-0.3, 0.1, 0.1], [0.0, 0.0, 0.0], [0.0, 0.0, 0.0], [0.1, 0.0, 0.0], [0.0, -0.1, 0.2], [0.0, 0.0, 0.1], [0.0, 0.1, -0.3], [0.1, 0.0, 0.2], [-0.1, 0.0, -0.1], [0.0, 0.0, 0.0], [0.0, 0.0, -0.1], [-0.1, -0.1, 0.1], [-0.1, -0.3, 0.0], [0.1, 0.1, 0.1], [-0.1, -0.2, 0.2], [0.0, 0.0, -0.2], [0.0, 0.2, -0.1], [0.1, 0.0, -0.1], [0.0, 0.1, -0.2], [-0.1, 0.0, 0.0], [0.0, -0.3, 0.1], [0.1, 0.1, 0.1], [0.2, 0.1, 0.0], [0.1, 0.0, -0.2], [0.1, 0.1, 0.1], [0.0, 0.0, 0.0], [-0.2, 0.0, 0.0], [0.2, 0.0, 0.2], [0.0, 0.0, 0.1], [-0.1, 0.0, 0.1], [0.0, 0.0, 0.0], [0.0, 0.0, 0.0], [0.0, 0.0, 0.0], [0.0, 0.0, 0.0], [0.0, 0.0, 0.0], [0.0, 0.0, 0.0], [0.0, -0.1, 0.0], [0.0, 0.0, 0.0], [0.0, 0.0, 0.0], [0.0, 0.0, 0.0], [0.0, 0.0, 0.0], [0.0, 0.1, 0.0], [0.0, 0.0, 0.0], [0.1, 0.0, 0.1], [0.0, 0.0, 0.0], [0.1, 0.0, 0.0], [-0.1, 0.0, 0.0], [0.0, 0.0, 0.0], [0.0, 0.0, 0.0], [0.0, 0.0, 0.0], [0.0, -0.1, 0.0], [0.0, 0.0, 0.0], [-0.1, 0.0, 0.0], [0.0, 0.0, 0.0], [0.0, 0.0, -0.1], [0.0, 0.0, 0.0], [0.0, 0.0, 0.0], [0.0, 0.0, 0.0], [0.0, 0.0, 0.0], [0.0, 0.0, 0.0], [0.0, 0.0, 0.0], [0.0, 0.0, 0.0], [0.0, 0.0, 0.0], [0.0, 0.0, 0.0], [0.0, 0.0, 0.0], [0.0, 0.0, 0.0], [0.0, 0.0, 0.0], [0.0, 0.0, 0.0], [0.0, 0.0, 0.0], [0.0, 0.0, 0.0]]}

***

Entry 2:
{"formula": "C29H40N5O9P2SSiTa", "method": "the ωB97M-V functional and the def2-TZVPD basis", "gap_ev": 7.42, "charge": 2, "e_homo_ev": -13.539, "lumo_ha": -0.2249, "species": ["Ta", "S", "P", "P", "Si", "O", "O", "O", "O", "O", "O", "O", "O", "O", "N", "N", "N", "N", "N", "C", "C", "C", "C", "C", "C", "C", "C", "C", "C", "C", "C", "C", "C", "C", "C", "C", "C", "C", "C", "C", "C", "C", "C", "C", "C", "C", "C", "C", "H", "H", "H", "H", "H", "H", "H", "H", "H", "H", "H", "H", "H", "H", "H", "H", "H", "H", "H", "H", "H", "H", "H", "H", "H", "H", "H", "H", "H", "H", "H", "H", "H", "H", "H", "H", "H", "H", "H", "H"], "coordinates": [[-0.339, -0.025, -0.069], [-1.482, -2.919, 1.083], [-3.069, 0.217, 1.760], [-1.084, 2.376, 2.083], [2.619, -0.687, -1.491], [-1.621, 3.713, 1.911], [-0.330, -1.870, 0.877], [-1.277, 1.273, -1.646], [-3.310, -0.974, 2.574], [-2.150, 1.266, 2.558], [-0.402, 1.709, 0.840], [0.033, 2.244, 3.208], [-2.277, -0.044, 0.446], [-4.332, 1.012, 1.276], [1.074, 0.302, -1.418], [-1.285, -1.476, -1.728], [-3.352, -4.747, -5.456], [2.843, 0.350, 3.182], [1.327, -0.099, 1.319], [-2.771, 3.042, -0.959], [-5.076, 2.975, -1.655], [1.899, 1.772, -3.279], [-2.584, 1.856, -1.634], [3.499, 1.683, 3.332], [-0.761, -4.396, 0.401], [-2.359, -3.156, -3.678], [-4.044, 3.597, -0.967], [2.934, -1.181, -3.275], [2.579, -0.148, 5.580], [-1.038, -2.732, -3.757], [-4.845, 1.795, -2.349], [3.999, 0.321, -0.760], [2.392, -2.313, -0.592], [0.904, 1.278, -2.441], [-0.377, 1.788, -2.595], [-0.719, 2.707, -3.563], [2.036, 0.125, 2.214], [2.756, 1.377, 5.701], [3.878, 1.876, 4.796], [-1.373, -3.283, 2.815], [-2.910, -4.036, -4.671], [-2.570, -1.874, -1.678], [-3.139, -2.709, -2.618], [0.286, 3.166, -4.403], [1.587, 2.711, -4.251], [-0.551, -1.897, -2.772], [-3.580, 1.223, -2.347], [3.089, -0.664, 4.236], [1.547, -2.886, -0.983], [4.811, 1.355, 5.021], [3.828, 0.534, 0.295], [-4.219, 4.522, -0.436], [2.604, -1.591, 3.935], [2.923, 1.442, -3.177], [-1.731, 3.074, -3.651], [3.935, -0.876, -3.588], [-3.370, 0.325, -2.913], [2.775, 2.433, 3.016], [-1.438, -5.217, 0.641], [-6.062, 3.420, -1.665], [4.934, -0.240, -0.840], [2.954, 1.650, 6.736], [-5.645, 1.324, -2.905], [0.225, -4.568, 0.828], [2.893, -2.269, -3.361], [-2.060, -4.110, 3.003], [-0.350, -3.550, 3.072], [2.371, 3.091, -4.892], [2.303, -2.256, 0.489], [-1.733, -2.398, 3.335], [4.071, 2.937, 4.955], [3.134, -0.664, 6.365], [1.529, -0.414, 5.707], [3.288, -2.895, -0.828], [2.241, -0.755, -4.000], [-3.160, -1.491, -0.860], [-4.177, -2.997, -2.527], [0.464, -1.544, -2.826], [-5.087, 0.964, 1.879], [4.141, 1.273, -1.272], [4.163, -0.844, 4.253], [-0.398, -3.038, -4.572], [4.368, 1.724, 2.675], [-0.013, 2.993, 3.818], [-0.704, -4.279, -0.681], [1.825, 1.877, 5.419], [0.050, 3.893, -5.166], [-1.957, 3.527, -0.440]], "forces_ev_per_a": [[0.0, -0.1, 0.0], [0.0, 0.0, 0.0], [0.1, 0.0, 0.2], [0.0, 0.0, 0.0], [0.0, 0.1, 0.0], [0.0, 0.0, 0.0], [0.0, 0.1, -0.1], [0.0, 0.1, -0.1], [0.0, 0.0, 0.0], [0.0, 0.0, -0.1], [-0.1, 0.0, 0.0], [0.0, 0.0, 0.0], [0.0, 0.0, -0.2], [0.0, 0.0, 0.0], [0.0, -0.1, 0.1], [-0.1, 0.0, 0.0], [0.0, 0.0, 0.0], [0.0, 0.0, -0.1], [0.0, 0.0, 0.0], [0.0, 0.0, 0.0], [0.0, 0.0, 0.0], [0.0, 0.0, 0.0], [0.0, 0.0, 0.0], [0.0, 0.0, 0.0], [0.0, 0.0, 0.0], [0.0, 0.0, 0.0], [0.0, 0.0, 0.0], [0.0, 0.0, 0.0], [0.0, 0.0, 0.0], [0.0, 0.0, 0.0], [0.0, 0.0, 0.0], [0.0, -0.1, 0.0], [0.0, 0.0, 0.0], [0.0, 0.0, 0.0], [0.0, 0.0, 0.0], [0.0, 0.0, 0.1], [-0.1, -0.1, 0.1], [0.0, 0.0, 0.0], [0.0, 0.0, 0.0], [0.0, 0.0, 0.0], [0.0, 0.0, 0.0], [0.0, 0.0, 0.0], [0.0, 0.0, 0.0], [0.0, 0.0, 0.0], [0.0, 0.0, 0.0], [-0.1, 0.0, 0.0], [0.0, 0.0, 0.0], [0.0, 0.0, 0.0], [0.0, 0.0, 0.0], [0.0, 0.0, 0.0], [0.0, 0.0, 0.0], [0.0, 0.0, 0.0], [0.0, 0.0, 0.0], [0.0, 0.0, 0.0], [0.0, 0.0, 0.0], [0.0, 0.0, 0.0], [0.0, 0.0, 0.0], [0.0, 0.0, 0.0], [0.0, 0.0, 0.0], [0.0, 0.0, 0.0], [0.0, 0.0, 0.0], [0.0, 0.0, 0.0], [0.0, 0.0, 0.0], [0.0, 0.0, 0.0], [0.0, 0.0, 0.0], [0.0, 0.0, 0.0], [0.0, 0.0, 0.0], [0.0, 0.0, 0.0], [0.0, 0.0, 0.0], [0.0, 0.0, 0.0], [0.0, 0.0, 0.0], [0.0, 0.0, 0.0], [0.0, 0.0, 0.0], [0.0, 0.0, 0.0], [0.0, 0.0, 0.0], [0.0, 0.0, 0.0], [0.0, 0.0, 0.0], [0.1, 0.0, 0.0], [0.0, 0.0, 0.0], [0.0, 0.0, 0.0], [0.0, 0.0, 0.0], [0.0, 0.0, 0.0], [0.0, 0.0, 0.0], [0.0, 0.0, 0.0], [0.0, 0.0, 0.0], [0.0, 0.0, 0.0], [0.0, 0.0, 0.0], [0.0, 0.0, 0.0]]}

***

Ordered max |F| results: 1.04 0.24; unit eV/A.
Ordered calculated total energy results: -3886.8125 -3507.4026; unit hartree.
Ordered relative energy (zero: lowest compared OMol25 entry of this formula, charge and spin) results: 13.5 0.4; unit kcal per mole.